C30H55BN7O2P | ωB97M-V/def2-TZVPD

Output
E_LUMO, eV: 0.2
SMILES: CCOB(O)[PH3]CCCCCCCCCCCCn1cccc1.CC#N.CC#N.CC#N.CC#N.CC#N.CC#N
Energy relative to the best compared isomer or geometry (same formula, charge and spin), kcal per mole: 0.0
Gap between HOMO and LUMO, eV: 7.94

XYZ file:
```
96
Properties=species:S:1:pos:R:3:forces:R:3:mulliken_charge:R:1
H -0.133332 3.281231 3.805978 0.18 0.07 -0.01 0.420
C -1.905510 -1.338686 2.310922 -0.54 0.17 0.27 1.633
O 5.023010 -0.565021 0.808973 -0.05 0.18 -0.21 -0.295
H -2.364958 -2.083952 4.294098 0.01 -0.07 0.13 0.375
H 3.204258 -0.424531 -1.777035 -0.07 -0.10 0.04 0.193
C 0.989715 -4.055789 1.562084 -0.08 -0.06 -0.04 0.265
P 2.923508 1.390512 0.514110 0.13 0.11 -0.27 0.320
C -6.546150 -2.413667 2.081165 0.06 -0.01 -0.02 0.481
C -1.864305 0.522477 4.865652 -0.27 0.33 -0.09 -0.749
H 1.924757 3.047927 2.023316 0.04 -0.04 0.13 0.335
H 0.129426 1.583911 3.507879 0.06 -0.16 0.00 0.394
H 7.660218 -0.744287 1.529953 0.14 0.10 -0.03 0.300
C 7.060074 -1.644153 1.445172 -0.23 0.08 0.17 -1.291
C -3.100787 -0.074700 4.171633 0.10 -0.15 0.18 -0.660
H -3.763611 -1.902512 3.255934 -0.08 -0.16 -0.02 0.337
C -2.822229 -1.436811 3.546625 0.15 -0.03 -0.17 -1.229
H 0.114500 3.968482 0.584264 -0.03 0.18 -0.15 0.387
H 3.457239 -1.367530 -5.530735 0.01 0.02 -0.05 0.250
C 5.174599 -0.198395 -5.887610 0.03 0.01 -0.03 0.175
C 4.090148 -0.640922 -5.024953 -0.17 -0.11 0.17 -0.336
H 2.576007 1.620267 -0.899528 -0.18 -0.10 -0.07 -0.230
C 1.419697 6.565600 1.755638 -0.03 -0.04 0.03 0.491
H 4.068369 1.962938 1.204332 -0.09 -0.10 0.21 -0.114
C -0.389641 1.585435 -4.174484 0.20 -0.16 0.28 -0.334
H -0.651838 -1.650460 -2.031704 0.16 -0.04 0.01 0.544
H -1.945231 -1.319521 -4.367145 0.00 0.04 -0.14 0.557
N 0.768525 -1.843289 -5.485689 0.17 0.05 0.05 -0.339
N 6.030889 0.150331 -6.566688 0.02 0.01 -0.01 -0.367
H 6.464310 -1.151416 -0.554145 -0.06 0.06 -0.17 0.285
H -3.484612 0.607653 3.413701 -0.01 0.07 -0.15 0.326
H -1.209593 -2.768731 0.191767 0.17 0.01 -0.12 -0.166
H -1.421205 3.613335 2.004777 -0.20 0.13 -0.12 0.638
C -1.650341 2.031344 4.649969 0.31 -0.24 0.04 -1.165
C 2.541463 7.340570 1.247800 0.13 0.09 -0.06 -0.958
H 2.656496 -2.867744 1.082063 -0.03 0.00 0.04 0.048
C -0.640743 2.354496 3.542250 -0.23 0.42 -0.04 -0.696
H 0.542325 2.896934 -0.703787 0.10 -0.23 -0.36 0.142
H 2.623648 -4.449799 0.297548 -0.04 -0.05 0.03 0.396
H 5.552557 -2.466944 0.169626 -0.19 -0.07 -0.05 0.228
H -1.377182 -0.392099 2.389972 0.27 0.10 -0.05 -1.156
H -7.691774 -1.189640 3.339744 0.01 0.01 -0.03 0.278
N -5.995349 -2.602256 1.093022 -0.01 -0.03 -0.04 -0.383
C 6.009172 -1.499562 0.370786 0.26 -0.25 0.18 -0.053
C -1.146341 1.660265 -5.414106 0.01 0.04 -0.04 0.213
N 0.161078 -4.402563 2.276276 0.05 0.01 0.04 -0.426
O 3.838424 -0.869262 -1.201233 -0.03 0.20 -0.22 -0.557
H -1.297971 2.469502 5.581563 0.04 0.06 0.11 0.389
B 4.034206 -0.167476 -0.037187 0.15 -0.07 0.27 0.883
H -2.449110 -0.466255 0.397021 0.06 0.22 -0.01 0.062
H -2.596873 2.518020 4.417484 -0.16 0.08 0.06 0.507
H -2.823240 -3.431346 0.344255 0.03 -0.18 0.19 0.189
C 0.514658 2.977626 0.378023 0.00 0.15 0.46 -0.760
H -1.523746 -1.500111 -7.586770 0.03 0.04 0.04 0.267
H 2.422756 7.520945 0.181074 -0.03 -0.02 0.00 0.273
N 0.540277 5.947444 2.155662 -0.04 0.01 0.04 -0.384
H 6.578233 -1.804175 2.406790 -0.05 -0.08 0.10 0.314
H -1.181168 1.682080 0.207078 -0.06 -0.04 -0.11 0.098
H -1.154807 -2.120636 2.335125 0.10 -0.19 0.00 -0.050
H -4.534429 -1.983383 -3.876724 -0.09 0.00 -0.11 0.436
H -3.889288 -0.181944 4.916968 -0.18 0.06 0.01 0.456
H -7.998859 -2.924295 3.504559 0.01 -0.02 -0.03 0.315
C 0.036735 -2.097997 -6.331206 -0.07 0.10 0.08 0.377
H 0.279981 0.725186 -4.204433 -0.06 -0.05 -0.07 0.072
C 2.008307 -3.612893 0.621995 0.20 0.13 -0.10 -0.432
H 0.019679 1.059690 1.294893 0.04 -0.15 0.05 -0.154
C -2.377879 -1.658285 -3.443793 0.59 0.28 -0.03 -0.371
H -1.595577 -3.188095 -7.055748 0.02 -0.01 0.04 0.294
H -1.946908 0.333315 5.933437 0.01 -0.12 0.14 0.566
H -0.966784 0.005045 4.534532 0.13 -0.14 -0.03 0.366
H 2.506864 3.761377 0.525035 0.13 0.09 -0.01 0.449
H -4.630946 -2.703280 -1.284358 -0.09 -0.05 0.15 0.414
C -3.791610 -2.377855 -1.869331 -0.16 0.00 -0.21 -0.167
H 0.213422 2.478973 -4.025950 -0.07 0.09 -0.09 0.382
C -7.227383 -2.173862 3.343766 -0.09 0.04 0.15 -0.933
H -3.736547 -1.397289 1.105941 -0.12 0.09 0.14 0.130
H 1.542998 -3.168468 -0.256738 -0.04 -0.01 0.01 0.173
H -1.055312 1.460917 -3.321593 -0.08 0.00 -0.05 0.123
C -1.281362 2.545554 2.155726 0.23 -0.34 0.19 -0.728
C 1.926532 2.930541 0.936724 -0.06 -0.05 -0.04 -1.029
H -2.270722 2.090922 2.147947 -0.11 -0.09 0.05 0.326
C -1.686176 -1.820290 -2.267432 0.20 0.04 -0.09 -0.828
H -6.516331 -2.221006 4.166858 0.04 -0.01 -0.02 0.266
C -2.264785 -2.538470 0.079507 -0.21 0.14 -0.14 -0.499
H 3.473530 6.802024 1.409309 -0.02 -0.03 0.02 0.276
H 7.700219 -2.497076 1.242638 0.16 -0.05 -0.09 0.396
H 2.599603 8.299533 1.758870 -0.03 0.00 0.02 0.341
H -0.421181 -2.695920 -8.287963 0.03 0.00 0.01 0.349
C -0.930136 -2.388667 -7.376475 -0.13 -0.05 -0.15 -0.897
H 2.027032 0.530214 1.233580 0.09 0.01 0.07 -0.171
C -2.658224 -1.363426 0.975955 0.25 -0.02 -0.36 0.053
C -3.711922 -2.000332 -3.186261 -0.56 -0.15 0.02 -0.986
N -1.731062 1.718961 -6.399740 -0.01 -0.07 -0.02 -0.452
H 3.464630 0.204085 -4.739119 0.03 0.03 -0.04 0.140
N -2.551916 -2.272126 -1.323166 -0.06 -0.19 0.44 0.396
C -0.476762 1.976117 0.985566 -0.20 0.23 -0.28 0.113
H 4.489692 -1.102570 -4.122045 0.05 0.02 -0.01 0.139
```
Forces are in eV/Å.

C20H24N2O2S | ωB97M-V/def2-TZVPD

Output
E_LUMO, eV: -0.1
SMILES: Cn1c(=O)cc(SCC(=O)NCCC2=CCCCC2)c2ccccc21
Energy relative to the best compared isomer or geometry (same formula, charge and spin), kcal per mole: 11.2
Gap between HOMO and LUMO, eV: 8.58

XYZ file:
```
49
Properties=species:S:1:pos:R:3:forces:R:3:mulliken_charge:R:1
C 2.920818 -0.415448 -0.832801 -0.02 0.17 -0.30 1.097
C -1.152661 -0.142586 0.508468 -0.04 0.43 0.11 -0.466
H -7.127550 0.214951 -0.455752 -0.08 -0.03 -0.02 0.390
N -3.000138 -1.609983 0.041515 0.21 -0.21 0.03 0.072
H -5.628895 -1.693732 -0.394087 0.00 -0.10 -0.01 0.438
S -1.402541 2.593832 0.744682 0.02 -0.02 0.15 -0.214
H 4.602259 -1.429466 2.527175 -0.02 0.05 0.05 0.326
C -5.226090 -0.708316 -0.231272 0.02 -0.13 -0.01 -0.483
N 1.003947 1.849240 -0.962368 -0.14 -0.11 -0.34 0.018
C 2.893547 -1.784652 1.254747 0.09 0.12 0.14 -0.970
H 3.706200 0.030029 2.087095 -0.01 0.05 0.07 0.266
H 0.506185 3.329310 1.890645 0.03 -0.10 -0.06 0.487
C 2.318165 -1.287130 -0.034999 -0.10 -0.22 0.08 -0.695
C -3.369505 0.771088 0.224324 -0.36 -0.18 -0.10 0.654
H -2.636929 -3.619508 -0.114001 -0.20 0.08 -0.03 0.289
H -4.226537 -3.226558 0.579065 -0.04 0.02 -0.04 0.397
H 2.108687 -1.803534 2.016070 0.00 -0.08 0.00 0.293
H 0.392515 1.569514 1.968656 0.08 0.04 0.02 0.289
C 4.070285 -0.930198 1.714719 0.07 -0.25 -0.07 -0.593
C -3.856096 -0.537902 0.012159 -0.21 0.64 0.02 0.245
H 5.298573 -1.634324 0.098515 0.07 -0.05 -0.01 0.343
C 1.933012 1.567284 -2.032296 0.19 -0.12 -0.14 -1.012
H 4.140932 1.176544 -0.121497 0.06 0.02 -0.12 0.255
C -6.076487 0.373016 -0.266538 0.09 0.06 0.02 -0.734
H 0.065445 1.495965 -1.069424 0.04 0.12 0.12 0.248
C 2.275190 0.071105 -2.103177 -0.04 0.10 0.21 -1.208
H -6.267841 2.504373 -0.090461 -0.05 0.08 0.00 0.400
H 2.832485 2.152630 -1.835498 -0.09 0.01 -0.10 0.451
H 4.868000 0.231671 -1.423120 0.00 0.05 -0.06 0.353
C -1.963941 0.939683 0.485735 0.72 -0.09 0.14 1.536
H 2.952586 -0.079047 -2.947363 0.00 -0.03 -0.08 0.421
H 3.217629 -2.821543 1.113794 -0.03 -0.04 0.09 0.365
O -0.904305 -2.459091 0.263500 0.21 -0.07 0.07 -0.760
H -0.091171 -0.085401 0.690608 0.08 0.03 0.00 0.410
H 1.489395 1.896321 -2.976653 0.11 0.02 0.07 0.403
C -5.595184 1.661824 -0.060943 -0.07 0.09 -0.01 -0.859
H 5.903229 -0.158601 0.863337 0.05 -0.05 -0.03 0.394
C 0.316697 2.430140 1.302446 -0.30 -0.05 -0.13 -0.720
C 4.271420 0.161848 -0.509335 0.15 -0.10 0.17 -0.459
C -3.495758 -2.951810 -0.182482 0.06 -0.36 -0.03 -1.292
O 2.517535 2.729264 0.467569 0.38 0.14 0.20 -0.687
C -4.256261 1.851359 0.182074 0.03 -0.15 -0.02 -0.997
H -3.866209 2.844151 0.346195 -0.07 0.11 0.01 0.360
H 1.360613 -1.714321 -0.302442 -0.14 0.01 -0.16 0.611
H -3.941285 -3.040362 -1.174151 -0.04 0.01 0.03 0.406
C 1.393423 2.346029 0.221842 -0.49 0.02 0.11 0.742
H 1.361620 -0.498019 -2.292889 0.00 -0.03 -0.06 0.354
C 5.000903 -0.677833 0.534774 -0.04 0.23 0.08 -1.014
C -1.635934 -1.481821 0.273860 -0.16 -0.12 -0.07 -0.148
```
Forces are in eV/Å.

C37H37CoN5O5S2 | ωB97M-V/def2-TZVPD

Output
E_LUMO, eV: 4.2
Expectation value of S²: 0.76
Charge: -2
2S+1: 2
Energy relative to the best compared isomer or geometry (same formula, charge and spin), kcal per mole: 0.0
Gap between HOMO and LUMO, eV: 4.92

XYZ file:
```
87
Properties=species:S:1:pos:R:3:forces:R:3:mulliken_spin:R:1
N -2.534645 -3.784859 0.340352 -0.01 0.05 0.09 0.000
H -3.805044 -3.314318 5.938149 0.00 0.00 0.00 0.000
H -2.937859 -4.569518 2.983758 0.00 0.01 -0.01 0.000
H 3.088548 -2.438769 0.938904 0.14 -0.01 0.00 0.000
C 5.166859 -0.654301 0.782155 0.06 -0.05 -0.12 -0.001
C 4.770458 -0.506669 3.280732 0.00 -0.02 -0.03 0.000
O 2.561382 -1.230228 -0.932712 -0.05 0.00 0.02 0.001
C -2.623009 -5.602915 3.139608 0.02 0.00 0.01 0.000
N -1.506293 1.064686 0.429966 0.08 0.06 0.00 -0.021
C -1.406619 3.222036 -3.880490 -0.01 -0.01 -0.01 0.004
C 0.905625 -1.701315 -2.577665 -0.04 -0.03 -0.02 0.009
C -4.077076 -2.268569 4.077795 0.00 0.00 0.02 0.001
H 0.261549 -3.356272 -6.043684 0.00 0.00 -0.01 0.000
C 3.039272 0.082890 1.653499 0.16 0.20 -0.41 -0.001
H 0.064127 -5.689671 -3.471470 -0.01 -0.01 0.00 0.000
H 1.489644 4.006120 -2.277791 0.00 0.00 0.00 0.000
C -3.323297 -4.519389 -0.552804 0.01 0.00 0.11 0.000
H 6.000979 -1.343457 0.937038 0.02 0.00 0.05 0.000
N 2.199974 0.780745 1.317674 -0.12 0.10 0.59 -0.003
C -1.453625 -1.428957 4.384821 0.01 0.00 -0.01 -0.001
H 5.553396 0.366393 0.754166 0.00 0.00 0.02 0.000
S -1.919469 -1.522269 -2.159297 -0.04 -0.07 0.01 0.000
H -1.027808 -4.151783 -1.874207 0.08 0.11 0.01 0.000
C -1.316546 -4.146225 0.875359 -0.09 0.03 -0.14 0.000
C -2.613486 -7.597362 -2.610206 0.00 0.00 0.00 0.000
C -3.227468 -6.718588 -1.730094 -0.02 0.01 0.02 0.000
C 1.352651 -1.071535 -1.253967 0.03 -0.16 0.11 -0.002
H -3.068913 -8.557096 -2.826369 0.00 0.01 0.01 0.000
H -1.922028 3.378147 -4.819912 0.00 0.00 0.00 0.001
H -5.097629 -2.608324 3.943226 0.00 0.00 0.00 0.000
O -0.267359 0.090532 2.380250 0.03 -0.03 0.05 0.001
H -1.613954 -2.662771 -4.617702 0.00 0.00 0.00 0.000
C -1.997908 1.365843 -0.710203 -0.01 0.01 0.00 0.009
H 2.616037 -2.997544 -5.249822 0.00 0.00 0.00 0.000
C -1.296052 2.162164 -1.692657 0.01 0.03 -0.03 -0.004
H -0.951420 -7.914888 -3.930660 0.00 0.00 0.00 0.000
H -3.131699 -6.265614 1.151724 0.01 -0.01 0.05 0.000
O 0.704656 2.504287 -0.394892 0.07 -0.05 -0.02 -0.010
N -2.284893 0.307976 1.293141 -0.08 -0.08 0.07 0.024
C -1.422299 -7.235176 -3.229440 0.01 0.02 0.00 0.000
C -2.629521 -5.497909 -1.446447 0.04 0.04 -0.05 0.000
H 4.406371 -2.965951 2.054897 -0.02 -0.02 -0.06 0.000
C -0.005395 2.717815 -1.454736 -0.03 0.02 0.00 -0.009
H -1.460262 -2.564195 6.204268 0.00 0.00 0.00 0.000
C -0.438825 -1.894769 -3.010593 0.04 0.02 -0.02 0.000
H -4.044164 -1.131257 2.245974 0.00 -0.01 -0.01 0.001
C -0.162837 3.813139 -3.635180 0.00 -0.01 0.03 -0.002
C 0.512842 3.574500 -2.461058 -0.01 0.01 -0.01 0.002
C -1.440521 -5.132728 -2.066069 -0.07 -0.03 0.01 0.000
Co 0.333302 1.098564 0.834774 -0.08 -0.07 -0.18 1.021
C -3.730573 -6.381673 3.834345 0.00 0.00 -0.01 0.000
O -4.518585 -4.339234 -0.607427 -0.08 0.00 -0.03 0.000
H -1.915002 -7.249263 1.927636 0.01 0.00 -0.02 0.000
C 1.768128 -2.701827 -4.640969 0.02 0.01 0.00 0.001
H 2.953892 -1.952102 -3.014069 0.00 0.00 -0.01 0.000
H -4.014179 -5.906551 4.774737 0.00 0.00 0.01 0.000
C -1.947842 2.410083 -2.905295 -0.01 0.00 0.02 -0.002
H -2.899570 1.916411 -3.072317 0.01 0.01 0.00 0.000
C -2.037052 -2.246288 5.343009 0.00 0.00 0.00 0.000
C 1.956818 -2.113049 -3.402856 -0.03 -0.02 -0.01 0.000
C 0.460361 -2.895964 -5.079496 -0.02 -0.01 0.00 0.000
N -1.176613 -5.501412 1.109179 0.04 0.04 0.12 0.000
H -3.003363 1.025710 -0.940700 0.01 0.00 0.01 -0.002
H -1.731895 -5.553747 3.773056 -0.01 -0.01 0.01 0.000
H 2.843063 -2.391750 2.682933 0.05 -0.01 0.01 0.000
O 0.488546 -0.463728 -0.582523 0.01 0.17 -0.20 -0.005
C -3.351633 -2.667697 5.195123 0.00 0.01 -0.01 -0.001
C -2.178969 -1.015394 3.272704 -0.02 -0.04 0.00 -0.010
C 4.153525 -0.832830 1.916434 -0.01 -0.12 0.04 0.000
C 3.587462 -2.259509 1.894098 -0.20 0.05 0.08 0.000
H 0.287899 4.454402 -4.386394 0.00 0.00 -0.01 0.000
H -0.267321 -5.661318 1.518673 0.00 -0.01 -0.01 0.000
H 4.684963 -0.879901 -0.169869 -0.06 0.03 0.02 0.000
H 4.019204 -0.571408 4.068475 0.01 -0.01 0.02 0.000
H -4.174152 -6.963569 -1.262514 0.01 -0.01 -0.01 0.000
S -0.173790 -3.034978 1.237540 0.13 -0.12 0.08 -0.001
H -4.622188 -6.430420 3.204526 -0.01 0.00 0.00 0.000
H -2.731792 -2.787511 0.373232 0.06 -0.02 -0.15 0.000
C -3.495741 -1.448259 3.123040 -0.01 0.03 0.02 0.000
C -0.595346 -2.505211 -4.283704 0.02 0.01 0.03 0.000
H -3.422188 -7.407977 4.054152 0.00 0.00 0.00 0.000
H 5.561083 -1.229294 3.495004 0.01 0.01 0.00 0.000
C -0.843777 -5.999093 -2.968174 0.01 -0.02 -0.03 0.000
C -1.524993 -0.148006 2.248309 -0.05 0.03 -0.08 0.000
H -0.424232 -1.106345 4.466523 0.00 0.00 0.00 0.000
C -2.250470 -6.216518 1.795582 -0.03 -0.07 -0.05 0.000
H 5.202367 0.495770 3.292518 -0.01 0.00 -0.01 0.000
```
Forces are in eV/Å.